P | Entry from the Open Molecules 2025 dataset: one molecule with the formula C3H2N4 (ωB97M-V/def2-TZVPD).

Calculated values
**E_HOMO**: -9.3 eV
**Orbital gap**: 0.325 Ha

The geometry in ORCA input format:
```
! RIJCOSX wB97M-V def2-TZVPD def2/J DEFGRID3
* xyz 0 1
N 2.899 -0.072 0.394
C 1.812 0.126 0.029
C 0.489 0.404 -0.423
C -0.462 -0.704 -0.507
N -1.577 -0.695 0.103
N -0.692 2.435 1.085
N -0.222 1.543 0.618
H -0.122 -1.514 -1.178
H -2.125 -1.522 -0.121
*
```

---

Q | Entry from the Open Molecules 2025 dataset: a 2-piece molecular cluster, C3H2N4 overall (ωB97M-V/def2-TZVPD).

Calculated values
**E_HOMO**: -10.4 eV
**Orbital gap**: 0.353 Ha

The geometry in ORCA input format:
```
! RIJCOSX wB97M-V def2-TZVPD def2/J DEFGRID3
* xyz 0 1
C 1.260 2.828 1.170
C -0.576 -1.898 -1.148
C -0.654 -0.271 -0.209
N 0.486 2.270 0.530
N -0.513 -2.028 0.195
N -0.559 -0.793 0.918
N -0.678 -0.579 -1.440
H -0.722 -2.638 -1.896
H 1.957 3.109 1.879
*
```

---

Stability verdict: P, ahead by 225.7 kJ/mol

---

P | Entry from the Open Molecules 2025 dataset: C2H14O4S as an isolated structure (ωB97M-V/def2-TZVPD).

Calculated values
**E_HOMO**: -9.0 eV
**Orbital gap**: 0.125 Ha

The geometry in ORCA input format:
```
! RIJCOSX wB97M-V def2-TZVPD def2/J DEFGRID3
* xyz 0 1
C 1.017 -0.452 -0.335
S -0.077 -1.847 -0.283
C -1.604 -1.011 -0.246
H 1.950 -0.980 -0.488
H 0.907 -0.004 0.666
H 0.776 0.258 -1.142
H -1.537 0.050 -0.182
H -2.244 -1.228 -1.112
H -2.195 -1.330 0.608
H -1.317 1.244 -3.030
H -0.352 3.394 -0.475
O 0.195 2.910 -1.098
H -0.300 2.151 -1.643
H -1.248 0.533 3.097
O -0.748 0.266 2.320
H 2.337 0.318 -3.593
H 2.130 -0.200 -3.101
O -0.733 1.030 -2.292
H 1.857 -0.008 3.534
H 0.341 0.283 2.545
O 1.616 0.195 2.624
*
```

---

Q | Entry from the Open Molecules 2025 dataset: a 6-piece molecular cluster, C2H14O4S overall (ωB97M-V/def2-TZVPD).

Calculated values
**E_HOMO**: -9.2 eV
**Orbital gap**: 0.133 Ha

The geometry in ORCA input format:
```
! RIJCOSX wB97M-V def2-TZVPD def2/J DEFGRID3
* xyz 0 1
C -0.034 1.606 0.053
C 0.500 0.610 1.077
S 2.310 0.623 1.019
H -0.582 1.178 -0.869
H -0.647 2.425 0.480
H 0.863 2.090 -0.372
H -0.050 -0.305 0.841
H 0.386 0.797 2.149
H 1.941 -2.211 0.837
H -2.928 0.843 1.551
H -2.245 0.237 0.412
O -2.237 0.086 1.391
H 2.176 0.148 -0.770
H 2.634 -1.222 -1.531
O 2.131 -0.357 -1.621
H 1.603 -2.626 1.294
H -2.402 -0.058 -1.901
O -2.087 0.145 -1.039
H 0.271 -1.223 -1.342
H -1.212 -1.033 -0.809
O -0.392 -1.756 -0.850
*
```

---

Stability verdict: Q, ahead by 138.0 kJ/mol

---

P | Entry from the Open Molecules 2025 dataset: a 2-piece molecular cluster, C2H2ClNO overall (ωB97M-V/def2-TZVPD).

Calculated values
**E_HOMO**: -11.0 eV
**Orbital gap**: 0.440 Ha

The geometry in ORCA input format:
```
! RIJCOSX wB97M-V def2-TZVPD def2/J DEFGRID3
* xyz 0 1
C -0.047 0.323 -2.137
C -0.245 -0.682 0.952
N -0.646 0.450 0.633
O 0.262 1.400 -2.336
Cl 1.354 -1.107 1.590
H -0.839 -1.462 0.597
H 0.162 1.079 0.702
*
```

---

Q | Entry from the Open Molecules 2025 dataset: a 2-piece molecular cluster, C2H2ClNO overall (ωB97M-V/def2-TZVPD).

Calculated values
**E_HOMO**: -9.7 eV
**Orbital gap**: 0.373 Ha

The geometry in ORCA input format:
```
! RIJCOSX wB97M-V def2-TZVPD def2/J DEFGRID3
* xyz 0 1
C -1.305 0.541 -1.688
C 0.148 -0.513 1.257
N -0.561 0.458 -2.530
O 0.837 0.313 0.602
Cl 1.044 -1.339 2.417
H -1.924 0.258 -0.861
H 1.760 0.281 0.804
*
```

---

Stability verdict: P, ahead by 212.1 kJ/mol

---

P | Entry from the Open Molecules 2025 dataset: a 2-piece molecular cluster, C4H5F3S overall (ωB97M-V/def2-TZVPD).

Calculated values
**E_HOMO**: -8.8 eV
**Orbital gap**: 0.258 Ha

The geometry in ORCA input format:
```
! RIJCOSX wB97M-V def2-TZVPD def2/J DEFGRID3
* xyz 0 1
C -1.168 0.629 -0.787
C -0.187 0.581 1.367
C -0.033 0.679 -0.091
C 1.089 -1.223 -0.785
F 0.925 -2.124 0.162
F 2.361 -0.802 -0.801
F 0.747 -1.774 -1.964
S -2.742 0.398 -0.156
H -1.219 0.733 -1.885
H -0.190 1.572 1.789
H -1.074 0.027 1.639
H 0.633 0.078 1.808
H 0.860 1.227 -0.294
*
```

---

Q | Entry from the Open Molecules 2025 dataset: one molecule with the formula C4H5F3S (ωB97M-V/def2-TZVPD).

Calculated values
**E_HOMO**: -9.1 eV
**Orbital gap**: 0.313 Ha
**SMILES**: C[C@H](C=S)C(F)(F)F

The geometry in ORCA input format:
```
! RIJCOSX wB97M-V def2-TZVPD def2/J DEFGRID3
* xyz 0 1
C -1.529 -0.991 -0.751
C 0.630 0.149 0.380
C -0.690 0.447 -0.289
C -0.456 1.386 -1.495
F 0.194 2.507 -1.224
F -1.691 1.764 -1.990
F 0.277 0.823 -2.428
S -2.905 -1.433 -0.041
H -0.962 -1.382 -1.499
H 1.205 -0.839 0.076
H 1.289 0.966 -0.039
H 0.557 0.080 1.561
H -1.477 1.074 0.264
*
```

---

Stability verdict: Q, ahead by 181.0 kJ/mol

---

P | Entry from the Open Molecules 2025 dataset: a 3-piece molecular cluster, C4H15NO2 overall (ωB97M-V/def2-TZVPD).

Calculated values
**E_HOMO**: -9.0 eV
**Orbital gap**: 0.352 Ha
**SMILES**: CC[C@@H](C)N.O.O

The geometry in ORCA input format:
```
! RIJCOSX wB97M-V def2-TZVPD def2/J DEFGRID3
* xyz 0 1
C 2.340 2.081 0.492
C 1.294 0.977 0.247
C 0.167 1.219 -0.731
C -0.354 -0.066 -1.379
N 0.904 0.255 1.467
H 2.997 2.269 -0.426
H 2.947 1.884 1.362
H 1.756 2.994 0.731
H 1.810 0.215 -0.347
H 0.478 1.736 -1.666
H -0.591 1.941 -0.362
H -0.421 -0.826 -0.597
H 0.325 -0.513 -2.137
H -1.343 -0.097 -1.880
H 1.345 -0.632 1.632
H 0.575 0.694 2.307
H 0.587 -5.573 3.855
H 0.520 -4.312 3.263
O 0.131 -5.196 3.084
H -4.860 -0.319 -2.684
H -5.464 0.995 -2.836
O -5.144 0.275 -3.396
*
```

---

Q | Entry from the Open Molecules 2025 dataset: a 3-piece molecular cluster, C4H15NO2 overall (ωB97M-V/def2-TZVPD).

Calculated values
**E_HOMO**: -9.0 eV
**Orbital gap**: 0.362 Ha
**SMILES**: CCN(C)C.O.O

The geometry in ORCA input format:
```
! RIJCOSX wB97M-V def2-TZVPD def2/J DEFGRID3
* xyz 0 1
C 0.288 -1.882 1.353
C 0.690 -1.930 -0.107
N 0.391 -0.721 -0.859
C 0.834 -0.851 -2.246
C -0.993 -0.293 -0.803
H 0.684 -2.751 1.882
H 0.717 -0.988 1.816
H -0.790 -1.807 1.509
H 0.252 -2.803 -0.609
H 1.768 -2.062 -0.155
H 0.524 0.046 -2.769
H 0.369 -1.708 -2.741
H 1.920 -0.907 -2.294
H -1.688 -1.006 -1.283
H -1.322 -0.210 0.234
H -1.131 0.698 -1.225
H -2.298 4.078 2.906
H -2.276 5.590 2.837
O -2.798 4.834 2.547
H 1.234 0.892 -0.146
H 2.111 2.117 -0.231
O 1.515 1.666 0.384
*
```

---

Stability verdict: Q, ahead by 72.9 kJ/mol

---

P | Entry from the Open Molecules 2025 dataset: one molecule with the formula C4H7NOS (ωB97M-V/def2-TZVPD).

Calculated values
**E_HOMO (alpha / beta)**: -4.2 / -11.0 eV
**Orbital gap (alpha / beta)**: 0.171 / 0.306 Ha

The geometry in ORCA input format:
```
! RIJCOSX wB97M-V def2-TZVPD def2/J DEFGRID3
* xyz 0 3
C -3.466 0.037 0.001
C -2.284 0.402 0.605
C 0.413 -0.020 1.332
C -0.126 0.178 -1.522
N -4.517 -0.256 -0.392
O -1.081 -1.867 0.074
S -0.889 -0.405 0.115
H -2.110 1.459 0.609
H -0.140 -0.030 2.249
H 1.100 -0.926 1.172
H 0.974 0.934 1.136
H 0.945 0.090 -1.509
H -0.582 -0.464 -2.406
H -0.601 1.148 -1.737
*
```

---

Q | Entry from the Open Molecules 2025 dataset: C4H7NOS as an isolated structure (ωB97M-V/def2-TZVPD).

Calculated values
**E_HOMO (alpha / beta)**: -4.7 / -8.8 eV
**Orbital gap (alpha / beta)**: 0.195 / 0.245 Ha

The geometry in ORCA input format:
```
! RIJCOSX wB97M-V def2-TZVPD def2/J DEFGRID3
* xyz 0 3
C 1.034 0.951 0.316
C -0.855 -1.215 -0.533
C -0.134 -1.815 0.682
C -0.501 -0.354 0.601
N 0.779 2.033 -0.271
O -0.511 2.455 -0.749
S 2.487 0.377 0.679
H -0.297 -1.243 -1.460
H -1.843 -1.469 -0.492
H -0.672 -2.378 1.433
H 0.898 -2.097 0.602
H -1.054 0.107 1.281
H 1.469 2.766 -0.605
H -0.801 1.880 -1.485
*
```

---

Stability verdict: P, ahead by 62.1 kJ/mol